1.
12
Properties=species:S:1:pos:R:3:lowdin_charge:R:1 method="wB97M-V/def2-TZVPD" e_above_lowest_ev=2.299 homo_ev=0.89 total_charge=-2
C -0.984 0.317 0.437 0.009
C -2.216 -0.394 -0.042 -0.210
C -2.134 0.900 0.685 -0.088
O 2.034 1.274 -0.218 -0.590
O 1.486 -1.162 0.068 -0.575
O 3.938 -0.420 0.410 -0.553
P 2.633 -0.172 -0.261 -0.050
H 0.029 0.203 0.296 -0.003
H 3.034 -0.509 -1.725 -0.045
H -2.505 -0.510 -1.055 0.047
H -2.498 -1.189 0.566 0.026
H -2.816 1.663 0.839 0.032

***

2.
12
Properties=species:S:1:pos:R:3:lowdin_charge:R:1 method="wB97M-V/def2-TZVPD" e_above_lowest_ev=2.885 homo_ev=-9.75 smiles="CP(=O)(C=O)C=O" total_charge=0
C -0.177 -0.001 -1.499 -0.172
P 0.622 -0.242 0.145 0.670
O 1.679 -1.231 0.120 -0.311
C -0.954 -1.101 0.890 -0.292
O -0.786 -1.997 1.675 0.024
C 0.946 1.391 0.961 -0.333
O 1.971 1.689 1.457 0.059
H 0.296 0.645 -2.213 0.047
H -0.561 -0.961 -1.722 0.036
H -1.251 0.307 -1.354 0.060
H -2.023 -0.771 0.729 0.101
H 0.238 2.274 0.811 0.111

***

3.
12
Properties=species:S:1:pos:R:3:lowdin_charge:R:1 method="wB97M-V/def2-TZVPD" e_above_lowest_ev=1.197 multiplicity=3 homo_ev="-17.97 / -18.07" s_squared=2.258 total_charge=+2
H 3.529 -3.276 -1.452 0.146
O 1.640 0.009 -1.667 -0.029
C 2.165 0.292 -0.536 -0.712
C 2.946 -2.248 -1.376 -0.070
O 1.446 0.869 0.330 -0.022
O 3.342 -0.150 -0.200 0.116
C 3.952 -1.168 -1.031 -0.144
Pr -0.464 1.416 -1.113 2.239
H 2.580 -2.161 -2.406 0.086
H 2.282 -2.470 -0.531 0.098
H 4.348 -0.682 -1.929 0.144
H 4.773 -1.561 -0.423 0.147

***

4.
12
Properties=species:S:1:pos:R:3:lowdin_charge:R:1 method="wB97M-V/def2-TZVPD" e_above_lowest_ev=4.372 homo_ev="-19.45 / -19.12" total_charge=+2
H -0.290 1.455 0.837 0.165
C -0.726 0.457 1.050 -0.328
C 0.354 -0.554 0.940 0.011
O 1.396 -0.226 -0.051 0.071
C 1.075 -0.491 -1.267 -0.309
O 2.002 -0.095 -2.085 0.243
Tl -0.983 -1.230 -0.990 1.475
O -1.700 0.305 0.019 -0.333
H -1.264 0.214 1.987 0.163
H -2.158 1.638 0.883 0.511
H 0.599 -1.319 1.675 0.161
H 1.694 -0.154 -2.998 0.170

***

5.
12
Properties=species:S:1:pos:R:3:lowdin_charge:R:1 method="wB97M-V/def2-TZVPD" e_above_lowest_ev=0.000 multiplicity=3 homo_ev="-16.84 / -16.84" s_squared=2.007 total_charge=+1
C -0.213 -2.889 0.877 -0.344
C -0.339 0.703 -0.590 -0.207
C 0.398 1.237 0.631 -0.008
O 0.004 -3.763 1.603 0.267
O 0.365 0.622 -2.773 0.411
O -0.261 -1.968 0.166 0.166
O 0.314 1.158 -1.667 0.111
H -1.350 1.085 -0.567 0.172
H 1.245 0.531 0.810 0.113
H 0.740 2.304 0.566 0.116
H -0.380 1.316 1.418 0.114
H -0.524 -0.337 -0.475 0.087

***

6.
13
Properties=species:S:1:pos:R:3:lowdin_charge:R:1 method="wB97M-V/def2-TZVPD" e_above_lowest_ev=0.991 homo_ev=-4.32 smiles="O=C([O-])[C@H](O)[C@@H](O)S" total_charge=-1
O 0.761 -1.505 0.913 -0.031
C 0.929 -0.986 -0.166 -0.793
O 1.886 -0.849 -0.848 0.025
C -0.480 -0.310 -0.776 -0.322
O -0.051 0.348 -1.907 -0.084
C -0.946 0.594 0.420 -0.664
O -1.302 -0.058 1.552 -0.112
S 0.435 1.804 0.758 0.773
H -1.310 -1.060 -0.973 0.152
H 0.921 0.344 -1.869 0.064
H -1.728 1.218 0.009 0.092
H -0.460 -0.529 1.900 0.112
H 1.345 0.988 0.988 -0.212

***

7.
11
Properties=species:S:1:pos:R:3:lowdin_charge:R:1 method="wB97M-V/def2-TZVPD" e_above_lowest_ev=1.738 homo_ev=-8.36 total_charge=0
C 0.045 -0.196 -0.064 -0.910
C 0.989 0.870 -0.043 -0.988
C -1.354 0.126 0.070 -0.197
P 2.477 0.393 1.010 0.521
P 2.517 0.292 -0.994 0.511
P 0.608 -1.852 -0.001 0.741
H 0.615 2.059 -0.236 0.133
H -1.444 1.299 -0.086 0.094
H -1.706 -0.162 1.167 0.123
H -2.000 -0.463 -0.738 0.110
H -0.747 -2.365 -0.085 -0.139

***

8.
11
Properties=species:S:1:pos:R:3:lowdin_charge:R:1 method="wB97M-V/def2-TZVPD" e_above_lowest_ev=0.520 homo_ev=-8.65 smiles="CC1=[PH]=PC=P1" total_charge=0
C 1.746 0.826 -0.106 -0.230
C 0.428 0.115 0.151 -0.870
P 0.100 -1.631 -0.522 0.571
P -2.052 -1.796 -0.005 0.564
C -2.268 -0.351 0.712 -0.849
P -0.880 0.875 0.978 0.809
H 2.526 0.165 -0.429 0.042
H 2.030 1.459 0.764 0.069
H 1.660 1.589 -0.939 0.086
H -0.043 -1.071 -1.713 -0.147
H -3.248 -0.179 1.109 -0.045

***

9.
11
Properties=species:S:1:pos:R:3:lowdin_charge:R:1 method="wB97M-V/def2-TZVPD" e_above_lowest_ev=0.725 homo_ev=-9.40 total_charge=0
C 0.299 -1.042 -0.069 -0.356
C -0.212 -0.083 -1.027 -0.330
C -1.337 0.626 -0.745 -0.005
P 1.056 0.247 1.236 -0.038
S 2.825 0.874 0.726 0.180
S -0.129 0.759 2.732 0.164
H -0.584 -1.472 0.418 0.079
H 1.017 -1.799 -0.341 0.075
H 0.463 0.111 -1.919 0.123
H -1.671 1.522 -1.239 0.061
H -1.727 0.257 0.229 0.048

***

10.
9
Properties=species:S:1:pos:R:3:lowdin_charge:R:1 method="wB97M-V/def2-TZVPD" e_above_lowest_ev=1.305 homo_ev=-8.90 smiles="C=CC" total_charge=0
C -0.173 -0.295 1.432 0.031
C -0.580 0.183 0.071 -0.167
C 0.456 0.236 -0.996 -0.141
H -1.017 -0.424 2.144 0.044
H 0.833 -0.604 1.460 0.011
H -1.571 0.188 -0.068 0.024
H 0.435 1.237 -1.633 0.120
H 0.230 -0.495 -1.727 0.052
H 1.387 -0.026 -0.682 0.025

***

11.
17
Properties=species:S:1:pos:R:3:lowdin_charge:R:1 method="wB97M-V/def2-TZVPD" homo_ev=-10.46 total_charge=0
C -2.121 -0.624 -0.372 0.040
B -0.601 -0.996 -0.444 -0.602
O 0.166 -0.908 0.720 0.037
O 0.057 -1.458 -1.602 0.202
C 0.175 -0.521 -2.573 -0.664
O -0.331 -0.666 -3.594 0.219
O 0.850 0.590 -2.295 0.143
H -2.340 0.091 0.418 0.059
H -2.662 -1.537 -0.098 0.082
H -2.540 -0.227 -1.297 0.074
H 0.153 -1.783 1.135 0.110
H 1.665 0.396 -1.807 0.089
C 1.569 1.615 2.423 -1.598
Br 2.553 1.210 0.814 0.636
Br -0.166 2.356 2.027 0.606
Br 1.447 0.087 3.592 0.600
H 2.128 2.374 2.951 -0.033

***

12.
13
Properties=species:S:1:pos:R:3:lowdin_charge:R:1 method="wB97M-V/def2-TZVPD" e_above_lowest_ev=2.114 homo_ev="-7.90 / -7.90" total_charge=0
B -1.489 0.157 -0.446 -0.660
C 2.113 -0.866 0.557 0.137
C 0.971 -0.148 0.320 -0.125
C -0.163 -0.663 -0.286 0.155
O -1.473 1.462 -0.086 0.197
O -2.574 -0.500 -0.920 0.196
Br 5.365 0.108 -0.171 -0.430
H 2.940 -0.434 1.089 -0.024
H 2.223 -1.884 0.215 0.090
H 0.925 0.881 0.653 0.120
H -0.142 -1.691 -0.622 0.115
H -2.282 1.966 -0.179 0.115
H -3.392 -0.010 -1.011 0.113